# 1
The molecule C3H5ClS2 at a distorted geometry. Source: the OMol25 dataset; level of theory: ωB97M-V with the def2-TZVPD basis set.

XYZ file:
```
11
Properties=species:S:1:pos:R:3:lowdin_spin:R:1
C 0.51 0.51 -0.67 0.006
Cl -0.88 2.32 2.13 0.613
H 0.67 -1.31 -1.99 0.001
C 0.00 -0.63 -1.44 0.006
H -0.11 1.42 -0.19 0.002
S -1.30 -0.87 1.32 0.219
S -0.62 0.46 2.83 1.095
H -1.01 -0.64 -1.84 0.001
H 1.57 0.88 -0.73 0.001
C 0.24 -0.76 0.09 0.054
H 0.93 -1.39 0.50 0.002
```

Properties
<S²>: 2.01
Kohn-Sham gap (spin up / spin down), eV: 6.278 / 6.844
HOMO energy (spin up / spin down), eV: -6.00 / -9.58
Energy above the lowest of the compared OMol25 structures with the same formula, charge and spin, eV: 0.793
Multiplicity: 3

=====

# 2
A structure of composition C3H5CoO4 at a distorted geometry. Source: the OMol25 dataset; level of theory: ωB97M-V with the def2-TZVPD basis set.

XYZ file:
```
13
Properties=species:S:1:pos:R:3:lowdin_spin:R:1
H -1.73 -0.91 0.01 0.000
H -1.73 1.36 -1.01 0.000
O 0.02 0.45 -1.51 0.001
O 2.06 -0.37 0.94 0.074
H -1.88 0.39 1.26 0.000
H 0.15 -0.60 -1.45 0.000
C -1.22 -0.07 0.51 0.002
O -0.10 -0.56 1.24 0.003
O 0.94 -1.89 -0.28 0.004
H -0.31 1.80 0.01 0.000
C -0.82 0.98 -0.52 0.000
C 1.01 -0.94 0.55 0.011
Co 3.61 0.38 0.25 2.904
```

Properties
<S²>: 3.77
Kohn-Sham gap (spin up / spin down), eV: 5.415 / 6.121
HOMO energy (spin up / spin down), eV: -1.82 / -2.53
Energy above the lowest of the compared OMol25 structures with the same formula, charge and spin, eV: 0.000
Multiplicity: 4
Charge: -1

=====

# 3
A structure of composition C3H5CuMgO3 at a distorted geometry. Source: the OMol25 dataset; level of theory: ωB97M-V with the def2-TZVPD basis set.

XYZ file:
```
13
Properties=species:S:1:pos:R:3:lowdin_spin:R:1
C -1.32 1.57 -0.16 0.001
H 2.20 -1.16 0.60 0.010
H -2.84 0.19 0.38 0.004
O -0.06 1.87 -0.45 0.028
O 2.49 -0.21 0.10 0.233
H -0.04 -2.35 -0.39 0.029
Mg 4.27 0.51 0.10 0.746
C -1.91 0.35 -0.17 0.008
H -1.93 2.39 0.24 0.001
C -0.16 -1.34 0.05 0.433
H -0.36 -1.36 1.13 0.032
Cu 0.99 0.35 -0.78 0.320
O -1.32 -0.80 -0.65 0.155
```

Properties
<S²>: 2.01
Kohn-Sham gap (spin up / spin down), eV: 6.475 / 4.955
HOMO energy (spin up / spin down), eV: -6.88 / -6.84
Energy above the lowest of the compared OMol25 structures with the same formula, charge and spin, eV: 0.693
Multiplicity: 3

=====

# 4
The molecule C3H5F at a distorted geometry. Source: the OMol25 dataset; level of theory: ωB97M-V with the def2-TZVPD basis set.

XYZ file:
```
9
Properties=species:S:1:pos:R:3:mulliken_charge:R:1
H -0.30 -1.79 1.42 0.341
C 0.27 -0.08 0.39 0.591
H -0.82 0.63 -1.02 0.309
C -0.53 -1.02 0.78 -0.764
C 0.14 0.85 -0.75 -0.871
H -1.56 -0.95 0.33 0.162
H 0.31 1.96 -0.58 0.264
H 0.86 0.50 -1.42 0.258
F 1.62 -0.09 0.84 -0.289
```

Properties
Kohn-Sham gap, eV: 11.046
HOMO energy, eV: -9.97
Energy above the lowest of the compared OMol25 structures with the same formula, charge and spin, eV: 0.260
SMILES: C=C(C)F

=====

# 5
The molecule C3H5F at a distorted geometry. Source: the OMol25 dataset; level of theory: ωB97M-V with the def2-TZVPD basis set.

XYZ file:
```
9
Properties=species:S:1:pos:R:3:mulliken_charge:R:1
C 0.34 -0.78 0.19 -0.386
C -0.94 0.05 0.29 -0.814
H -1.71 -0.26 -0.13 0.343
F 0.60 0.88 -1.80 -0.364
H 1.35 -0.92 0.82 0.254
H 1.03 1.25 0.37 0.196
C 0.31 0.51 -0.31 0.365
H -1.20 0.71 1.19 0.178
H 0.23 -1.44 -0.63 0.227
```

Properties
Kohn-Sham gap, eV: 12.135
HOMO energy, eV: -11.08
Energy above the lowest of the compared OMol25 structures with the same formula, charge and spin, eV: 2.564
SMILES: FC1CC1

=====

# 6
The molecule C3H5F at a distorted geometry. Source: the OMol25 dataset; level of theory: ωB97M-V with the def2-TZVPD basis set.

XYZ file:
```
9
Properties=species:S:1:pos:R:3:mulliken_charge:R:1
C -0.06 -0.13 -0.47 -0.101
C -0.34 1.10 -0.77 -0.078
H 0.80 -1.71 0.63 0.283
F -0.16 2.17 0.04 -0.256
H -0.47 1.10 -1.86 0.277
H -0.67 -0.96 1.49 0.247
H 0.78 -0.04 1.46 0.263
H -0.14 -0.72 -1.38 0.234
C 0.26 -0.81 0.86 -0.869
```

Properties
Kohn-Sham gap, eV: 10.779
HOMO energy, eV: -9.75
Energy above the lowest of the compared OMol25 structures with the same formula, charge and spin, eV: 0.590
SMILES: C/C=C\F

=====

# 7
The molecule C3H5F at a distorted geometry. Source: the OMol25 dataset; level of theory: ωB97M-V with the def2-TZVPD basis set.

XYZ file:
```
9
Properties=species:S:1:pos:R:3:mulliken_charge:R:1
H 1.55 -0.51 -0.21 0.281
C -0.44 0.33 0.28 0.695
F -1.31 0.96 1.01 -0.258
C 0.80 -0.48 0.63 -1.038
H 0.76 -1.53 0.76 0.295
H -1.76 0.92 -1.22 0.253
C -0.79 0.40 -0.99 -0.757
H -0.13 -0.02 -1.76 0.220
H 1.33 -0.08 1.50 0.309
```

Properties
Kohn-Sham gap, eV: 10.443
HOMO energy, eV: -9.38
Energy above the lowest of the compared OMol25 structures with the same formula, charge and spin, eV: 0.606
SMILES: C=C(C)F

=====

# 8
A cluster of 2 separate species, C3H5F2N2 in total at a distorted geometry. Source: the OMol25 dataset; level of theory: ωB97M-V with the def2-TZVPD basis set.

XYZ file:
```
12
Properties=species:S:1:pos:R:3:mulliken_charge:R:1
H -0.75 -1.22 2.51 0.403
F 0.58 -2.48 0.38 -0.143
N 0.29 -1.15 0.55 0.415
H -1.24 0.72 -3.18 0.371
C 0.25 1.03 0.33 -0.327
F -0.76 0.80 -2.48 -0.369
C -0.36 -0.61 1.69 -0.062
N -0.42 0.62 1.57 -0.311
H 0.92 1.86 0.54 0.353
H -0.52 1.45 -0.40 0.277
C 0.75 -0.28 -0.27 -0.002
H 1.26 -0.73 -1.25 0.396
```

Properties
Kohn-Sham gap, eV: 10.797
HOMO energy, eV: -16.46
Energy above the lowest of the compared OMol25 structures with the same formula, charge and spin, eV: 3.416
Charge: +1

=====

# 9
A cluster of 2 separate species, C3H5F2NS in total at a distorted geometry. Source: the OMol25 dataset; level of theory: ωB97M-V with the def2-TZVPD basis set.

XYZ file:
```
12
Properties=species:S:1:pos:R:3:mulliken_charge:R:1
F 1.55 -1.70 -0.90 -0.503
S -1.92 1.06 -0.31 -0.185
H 0.59 -2.17 -0.84 0.435
H 1.32 0.44 1.26 0.301
H -1.83 -2.16 -0.56 0.250
N -0.96 -1.66 -0.44 -0.520
C 0.61 1.25 1.04 -1.139
F 0.43 1.06 -1.30 -0.248
H -0.03 1.57 1.77 0.396
C -0.16 0.76 -0.18 0.871
H 1.38 1.99 0.68 0.317
C -0.97 -0.44 -0.21 0.025
```

Properties
Kohn-Sham gap, eV: 10.430
HOMO energy, eV: -10.07
Energy above the lowest of the compared OMol25 structures with the same formula, charge and spin, eV: 1.459
SMILES: [H]/N=C1\S[C@]1(C)F.F

=====

# 10
A cluster of 2 separate species, C3H5F3IN in total at a distorted geometry. Source: the OMol25 dataset; level of theory: ωB97M-V with the def2-TZVPD basis set.

XYZ file:
```
13
Properties=species:S:1:pos:R:3:mulliken_charge:R:1
I -1.11 2.73 -0.72 0.104
C -0.24 -1.58 0.07 0.845
H 0.92 1.09 1.16 0.303
F -0.91 -2.67 0.08 -0.282
F 0.60 -1.63 -0.88 -0.209
C -1.10 -0.40 -0.11 -0.767
H 1.85 2.02 0.00 0.320
H 1.59 0.10 -0.01 0.324
F 0.40 -1.47 1.26 -0.267
H -1.46 -0.01 0.85 0.432
C 1.18 1.12 0.10 -0.735
H -1.86 -0.49 -0.89 0.357
N 0.15 1.22 -0.90 -0.426
```

Properties
Kohn-Sham gap (spin up / spin down), eV: 8.251 / 8.253
HOMO energy (spin up / spin down), eV: -8.87 / -8.87
Energy above the lowest of the compared OMol25 structures with the same formula, charge and spin, eV: 2.271

=====

# 11
A cluster of 3 separate species, C3H5F3O in total at a distorted geometry. Source: the OMol25 dataset; level of theory: ωB97M-V with the def2-TZVPD basis set.

XYZ file:
```
12
Properties=species:S:1:pos:R:3:mulliken_charge:R:1
C -2.29 0.74 0.51 0.717
H 2.14 1.28 -0.12 0.201
F -1.86 0.10 -0.56 -0.157
O -1.93 1.74 1.01 -0.378
C 1.52 -0.72 -0.63 -0.714
H 2.11 -1.31 0.09 0.345
H 0.60 -1.19 0.94 0.386
C 1.50 0.60 -0.74 -0.335
F -0.33 -1.02 1.20 -0.411
F -3.28 0.06 1.00 -0.184
H 0.86 -1.40 -1.20 0.285
H 0.96 1.12 -1.50 0.245
```

Properties
Kohn-Sham gap, eV: 11.712
HOMO energy, eV: -10.83
Energy above the lowest of the compared OMol25 structures with the same formula, charge and spin, eV: 0.038
SMILES: O=C(F)F.C=C.F

=====

# 12
The molecule C3H5F3S at a distorted geometry. Source: the OMol25 dataset; level of theory: ωB97M-V with the def2-TZVPD basis set.

XYZ file:
```
12
Properties=species:S:1:pos:R:3:lowdin_spin:R:1
H 1.84 -0.32 -0.52 0.012
H -1.11 -1.61 -0.18 0.017
F 0.11 0.97 1.30 0.041
S -1.66 0.93 -0.64 1.374
H -1.30 2.11 -0.16 0.122
F 0.62 -2.04 0.69 0.010
C 1.07 0.46 -0.73 0.064
C -0.41 -1.24 0.58 0.040
F -1.05 -1.17 1.88 0.008
C -0.09 0.23 0.20 0.283
H 0.58 0.26 -1.77 0.027
H 1.41 1.42 -0.65 0.003
```

Properties
<S²>: 2.00
Kohn-Sham gap (spin up / spin down), eV: 5.877 / 8.170
HOMO energy (spin up / spin down), eV: -5.21 / -11.42
Energy above the lowest of the compared OMol25 structures with the same formula, charge and spin, eV: 0.915
Multiplicity: 3

=====

# 13
A cluster of 2 separate species, C3H5F5Si in total at a distorted geometry. Source: the OMol25 dataset; level of theory: ωB97M-V with the def2-TZVPD basis set.

XYZ file:
```
14
Properties=species:S:1:pos:R:3:mulliken_charge:R:1
H -2.84 -1.89 0.18 0.322
H 0.21 0.62 -2.02 0.228
Si -0.67 -0.74 -0.21 0.300
F -2.57 -0.63 1.74 -0.260
F -0.03 -2.03 -0.93 -0.268
F 3.70 1.89 1.81 -0.154
C -0.74 0.76 -1.27 -0.850
C 3.50 1.20 0.66 0.399
H -0.73 1.68 -0.66 0.330
F 3.10 2.04 -0.29 -0.144
C -2.08 -1.48 0.78 -0.299
F 2.43 0.39 0.90 -0.119
H -1.60 0.62 -2.01 0.331
H -1.68 -2.42 1.34 0.184
```

Properties
Kohn-Sham gap (spin up / spin down), eV: 10.923 / 5.172
HOMO energy (spin up / spin down), eV: -10.99 / -6.92

=====

# 14
The molecule C3H5FN2 at a distorted geometry. Source: the OMol25 dataset; level of theory: ωB97M-V with the def2-TZVPD basis set.

XYZ file:
```
11
Properties=species:S:1:pos:R:3:mulliken_charge:R:1
H 1.74 -0.04 -1.70 0.292
H -0.99 0.61 1.17 0.333
N 1.82 1.13 -0.08 -0.554
H -0.46 -1.11 -1.26 0.309
N -0.85 -0.29 0.63 -0.036
C -0.37 -0.11 -0.79 -0.393
H -1.07 0.67 -1.33 0.264
F -1.32 -1.21 2.38 -0.165
H 1.28 1.41 0.70 0.211
C -0.89 -1.50 1.15 -0.298
C 1.12 0.43 -0.86 0.035
```

Properties
Kohn-Sham gap, eV: 10.796
HOMO energy, eV: -9.94
Energy above the lowest of the compared OMol25 structures with the same formula, charge and spin, eV: 2.239

=====

# 15
A cluster of 2 separate species, C3H5FN2O5 in total at a distorted geometry. Source: the OMol25 dataset; level of theory: ωB97M-V with the def2-TZVPD basis set.

XYZ file:
```
16
Properties=species:S:1:pos:R:3:mulliken_charge:R:1
O -2.76 0.08 -2.35 -0.739
O -3.18 -1.85 -0.76 -0.506
H -3.52 -0.98 -1.30 0.475
H -0.56 -0.99 1.58 0.356
O -1.44 -3.11 -0.38 -0.583
O -0.55 0.63 0.27 -0.489
H 1.69 -0.11 2.25 0.392
H 1.76 -1.08 0.83 0.258
N -1.85 -2.10 -0.87 0.816
F 0.22 -1.48 -1.41 -0.248
C -1.09 -1.11 -1.39 0.206
N -1.52 -0.16 -2.27 1.068
H 1.81 0.79 0.68 0.286
O -0.71 0.36 -3.01 -0.563
C -0.09 -0.21 0.97 0.364
C 1.38 -0.11 1.24 -1.094
```

Properties
Kohn-Sham gap (spin up / spin down), eV: 8.307 / 8.308
HOMO energy (spin up / spin down), eV: -9.92 / -9.92
Energy above the lowest of the compared OMol25 structures with the same formula, charge and spin, eV: 1.756

=====

# 16
The molecule C3H5FO at a distorted geometry. Source: the OMol25 dataset; level of theory: ωB97M-V with the def2-TZVPD basis set.

XYZ file:
```
10
Properties=species:S:1:pos:R:3:mulliken_charge:R:1
F 0.97 -1.70 1.09 -0.232
H 0.64 -2.10 -0.78 0.302
C -1.15 1.99 -0.50 -0.574
H -1.34 1.90 -1.58 0.348
O -0.26 0.95 0.15 -0.335
H -0.04 -0.07 -1.65 0.205
C 0.06 -0.15 -0.55 -0.013
H -0.51 2.88 -0.34 0.221
H -1.97 1.99 0.17 0.213
C 0.51 -1.33 -0.09 -0.135
```

Properties
Kohn-Sham gap, eV: 9.544
HOMO energy, eV: -8.58
Energy above the lowest of the compared OMol25 structures with the same formula, charge and spin, eV: 1.600
SMILES: CO/C=C\F

=====

# 17
The molecule C3H5FO at a distorted geometry. Source: the OMol25 dataset; level of theory: ωB97M-V with the def2-TZVPD basis set.

XYZ file:
```
10
Properties=species:S:1:pos:R:3:mulliken_charge:R:1
H -0.77 -1.00 -2.30 0.330
H -1.15 -0.05 1.01 0.307
H 1.22 0.76 -0.60 0.302
C -0.19 -0.43 0.62 -1.161
O -0.68 1.05 -1.26 -0.479
C -0.01 -0.22 -2.02 -0.032
H -0.28 -1.52 0.65 0.325
H 0.58 -0.16 1.32 0.296
F 0.69 0.28 -3.04 -0.215
C 0.25 0.23 -0.65 0.327
```

Properties
Kohn-Sham gap, eV: 11.474
HOMO energy, eV: -10.35
Energy above the lowest of the compared OMol25 structures with the same formula, charge and spin, eV: 1.503
SMILES: C[C@@H]1O[C@H]1F

=====

# 18
A cluster of 2 separate species, C3H5FO2 in total at a distorted geometry. Source: the OMol25 dataset; level of theory: ωB97M-V with the def2-TZVPD basis set.

XYZ file:
```
11
Properties=species:S:1:pos:R:3:mulliken_charge:R:1
H -0.35 2.95 -2.15 0.275
H 0.85 0.58 -0.89 0.538
O 0.06 0.15 0.43 -0.773
F 1.40 -1.63 0.46 -0.307
O 0.88 1.33 -1.68 -0.285
C -0.60 -1.89 1.47 -0.932
C 0.15 -1.01 0.68 0.566
C -0.09 2.14 -1.40 0.022
H -0.58 1.86 -0.41 0.388
H -1.51 -1.56 1.85 0.278
H -0.21 -2.93 1.66 0.230
```

Properties
Kohn-Sham gap, eV: 4.261
HOMO energy, eV: -6.75
Energy above the lowest of the compared OMol25 structures with the same formula, charge and spin, eV: 3.804

=====

# 19
The molecule C3H5FO2S at a distorted geometry. Source: the OMol25 dataset; level of theory: ωB97M-V with the def2-TZVPD basis set.

XYZ file:
```
12
Properties=species:S:1:pos:R:3:mulliken_charge:R:1
H 0.03 0.99 0.96 0.346
H -0.59 -0.43 1.77 0.387
O 2.28 1.51 0.60 -0.595
C 0.98 -0.26 -1.22 -0.869
H 1.11 -1.21 -1.77 0.332
C -0.46 0.04 0.88 -1.086
H -1.22 0.11 0.08 0.306
S 2.19 0.17 0.04 0.904
F 0.71 -2.03 0.47 -0.325
C 0.67 -0.65 0.24 0.815
O 3.41 -0.54 -0.15 -0.583
H 0.40 0.52 -1.71 0.366
```

Properties
Kohn-Sham gap, eV: 11.250
HOMO energy, eV: -10.55
Energy above the lowest of the compared OMol25 structures with the same formula, charge and spin, eV: 2.783
SMILES: C[C@@]1(F)CS1(=O)=O

=====

# 20
The molecule C3H5FOS at a distorted geometry. Source: the OMol25 dataset; level of theory: ωB97M-V with the def2-TZVPD basis set.

XYZ file:
```
11
Properties=species:S:1:pos:R:3:mulliken_charge:R:1
H 1.24 1.79 1.32 0.296
F 0.25 -0.23 1.75 -0.313
C 0.52 0.02 0.34 0.431
H -0.71 -2.40 -0.13 0.332
H 1.36 -0.66 -0.03 0.221
O -0.69 -1.81 -0.88 -0.532
C -0.83 -0.49 -0.50 -0.507
C 0.90 1.46 0.32 -0.427
H -1.78 -0.42 0.04 0.291
S 0.70 2.55 -0.94 -0.186
H -0.96 0.20 -1.29 0.394
```

Properties
Kohn-Sham gap, eV: 8.388
HOMO energy, eV: -9.24
Energy above the lowest of the compared OMol25 structures with the same formula, charge and spin, eV: 1.472
SMILES: OC[C@H](F)C=S